# 1
{
  "formula": "C26H45BrCl2F3N2O9P2S3",
  "method": "ωB97M-V with the def2-TZVPD basis set",
  "homo_energy_ev": -11.11,
  "orbital_gap_ev": 7.145,
  "e_lumo_ev": -3.97,
  "charge": 1,
  "species": ["C", "C", "C", "C", "C", "C", "C", "P", "N", "O", "C", "C", "C", "C", "C", "S", "O", "O", "Cl", "C", "C", "C", "C", "Br", "N", "S", "C", "C", "C", "C", "Cl", "S", "O", "O", "C", "F", "F", "F", "C", "C", "H", "H", "H", "H", "H", "H", "H", "H", "H", "H", "H", "H", "H", "H", "H", "H", "H", "H", "H", "H", "H", "H", "H", "H", "H", "H", "H", "H", "H", "H", "H", "H", "H", "H", "H", "H", "C", "O", "P", "O", "O", "C", "O", "C", "H", "H", "H", "H", "H", "H", "H", "H", "H"],
  "xyz": [[2.48698, 4.90773, 3.33174], [2.79435, 3.85860, 2.30839], [3.09159, 4.22337, 0.99773], [3.37085, 3.27429, 0.03776], [3.36780, 1.92181, 0.35141], [3.68702, 0.86411, -0.68460], [2.57286, 0.66343, -1.76341], [3.31248, 1.48822, -3.30926], [4.73106, 1.09009, -3.82373], [1.47351, 1.45378, -1.36463], [0.31647, 1.46926, -2.17912], [-0.51142, 2.59883, -1.57257], [-1.11757, 2.33242, -0.19746], [-0.81530, 3.47537, 0.78603], [-1.71100, 3.44316, 2.03065], [-0.98416, 2.42675, 3.29836], [-0.23553, 3.24452, 4.19784], [-0.39447, 1.27203, 2.68864], [-2.65220, 1.79590, 4.25948], [-0.30797, 0.08207, -2.14836], [-1.56135, -0.15499, -3.01076], [-2.97857, -0.01216, -2.42286], [-3.21892, -0.48146, -1.00951], [-3.73995, 1.74827, -2.75492], [0.79311, -0.91552, -2.66227], [1.05342, -0.89067, -4.45191], [2.12009, -0.81877, -1.90721], [3.21421, -1.65192, -2.57964], [2.93061, -3.12414, -2.96626], [3.54438, -4.17942, -2.04695], [3.61948, -3.32517, -4.62738], [1.89307, -1.52733, -0.16719], [1.36194, -0.53751, 0.71026], [3.10354, -2.20796, 0.16442], [0.56223, -2.85855, -0.13222], [-0.61757, -2.25729, -0.04997], [0.56579, -3.68535, -1.18880], [0.81162, -3.53502, 0.97365], [3.10142, 1.55744, 1.66038], [2.80749, 2.50808, 2.62128], [2.28991, 4.48446, 4.31030], [3.28654, 5.64199, 3.38804], [1.59307, 5.45632, 3.03372], [3.11831, 5.26912, 0.72560], [3.60741, 3.62171, -0.95761], [4.61185, 1.16717, -1.17423], [3.91633, -0.05778, -0.15894], [3.22351, 2.81399, -2.86816], [2.36076, 1.45169, -4.33554], [5.19156, 0.34459, -3.32114], [0.51016, 1.74203, -3.22324], [-1.22484, 2.99793, -2.28664], [0.24304, 3.37539, -1.43509], [-0.70244, 1.44081, 0.26859], [-2.19788, 2.22243, -0.25924], [-0.93553, 4.43578, 0.29062], [0.22937, 3.35886, 1.07996], [-1.83423, 4.42624, 2.47055], [-2.67248, 2.99031, 1.80613], [-0.46859, -0.15105, -1.10615], [-1.51998, -1.18308, -3.37469], [-1.51695, 0.51572, -3.86580], [-3.59629, -0.63825, -3.05798], [-2.52804, -0.07442, -0.27902], [-4.22165, -0.20569, -0.69496], [-3.16033, -1.56755, -0.97790], [0.39087, -1.84757, -2.54989], [0.38486, 0.24663, -4.66449], [4.09469, -1.62964, -1.94345], [3.49661, -1.13142, -3.48954], [1.87404, -3.31021, -3.13333], [4.24722, -3.72689, -1.35761], [4.10861, -4.89031, -2.64021], [2.79433, -4.74179, -1.50134], [3.09683, 0.51769, 1.94798], [2.57280, 2.20316, 3.63049], [-4.98192, -4.77399, 4.61225], [-5.29134, -3.38197, 4.42460], [-4.59090, -2.53811, 3.29984], [-4.94475, -1.12248, 3.31228], [-4.89909, -3.28335, 1.92101], [-6.26833, -3.32324, 1.47936], [-3.05673, -2.87993, 3.48339], [-2.15116, -2.22395, 2.58897], [-5.92034, -5.30197, 4.75962], [-4.46312, -5.18869, 3.74918], [-4.35924, -4.87841, 5.49715], [-6.89610, -2.65172, 2.06379], [-6.63787, -4.34291, 1.57168], [-6.29756, -3.01933, 0.43571], [-2.62886, -2.02384, 1.63401], [-1.29955, -2.88194, 2.43965], [-1.81801, -1.28880, 3.03470]]
}

---

# 2
{
  "formula": "C16H26CaN6O6",
  "method": "ωB97M-V with the def2-TZVPD basis set",
  "homo_energy_ev": [-6.66, -6.66],
  "de_lowest_kj_mol": 0.0,
  "orbital_gap_ev": [5.431, 5.384],
  "e_lumo_ev": [-1.23, -1.27],
  "charge": 0,
  "species": ["O", "H", "Ca", "N", "N", "N", "N", "O", "O", "O", "O", "C", "C", "C", "C", "C", "H", "H", "H", "C", "H", "H", "H", "C", "C", "H", "H", "H", "H", "H", "H", "H", "H", "C", "H", "H", "H", "O", "H", "H", "N", "C", "N", "C", "C", "C", "C", "C", "C", "H", "H", "H", "H", "H", "H"],
  "xyz": [[-1.42640, 0.16076, -3.53632], [-2.45553, -0.58143, -4.10091], [0.53304, 0.06932, -1.13071], [1.36313, -2.01577, -2.06524], [-0.63377, -2.18980, -0.53621], [0.21783, 2.52640, -0.68730], [-1.05249, 0.81532, 0.68182], [2.35985, -1.79462, -2.82387], [1.12889, 3.28804, -1.21659], [-1.51881, -0.08838, 1.61086], [-1.67304, -2.23960, 0.24938], [-0.26048, -3.37712, -1.10100], [0.89331, -3.29016, -1.92271], [-0.53548, 3.06418, 0.30014], [-1.24315, 2.08199, 1.08513], [1.52820, -4.47478, -2.55502], [0.81845, -4.99179, -3.21704], [1.84435, -5.19466, -1.78533], [2.40120, -4.16413, -3.13569], [-0.96610, -4.66609, -0.87073], [-1.26311, -5.12194, -1.82550], [-1.85731, -4.50262, -0.26093], [-0.31128, -5.38474, -0.35692], [-0.49199, 4.49842, 0.67696], [-1.95090, 2.44367, 2.34618], [-0.02779, 5.07065, -0.12997], [0.08602, 4.65006, 1.60071], [-1.50265, 4.88093, 0.86136], [-2.74437, 1.71721, 2.55387], [-2.39076, 3.44585, 2.26666], [-1.24844, 2.45211, 3.19490], [1.86242, 2.08476, -1.97931], [-1.59029, -0.95979, 1.04801], [-3.09427, 0.19533, -4.57450], [-2.58318, 0.70673, -5.38959], [-3.41861, 0.94931, -3.86269], [-3.98514, -0.29113, -4.97590], [1.97394, 1.08366, -2.16760], [-0.71240, 0.02669, -4.18538], [2.75540, 0.90610, -2.71401], [1.22004, -1.42968, 2.76621], [1.46171, -1.44520, 1.43801], [1.75603, -0.22668, 0.99282], [1.79020, 0.61626, 2.09916], [1.93196, 2.00347, 2.18471], [1.54905, 2.61738, 3.37972], [1.11142, 1.86417, 4.48519], [1.04018, 0.46294, 4.42575], [1.40737, -0.12992, 3.23022], [0.96402, -2.23353, 3.33284], [1.46502, -2.36471, 0.85403], [2.31200, 2.54303, 1.31429], [1.61548, 3.70717, 3.46943], [0.83595, 2.38931, 5.40220], [0.71129, -0.16296, 5.25639]]
}

---

# 3
{
  "formula": "C32H45BrN2P2Ti",
  "method": "ωB97M-V with the def2-TZVPD basis set",
  "homo_energy_ev": [-11.95, -11.89],
  "de_lowest_kj_mol": 69.4,
  "orbital_gap_ev": [6.246, 2.884],
  "e_lumo_ev": [-5.71, -9.00],
  "s_squared": 2.03,
  "charge": 2,
  "multiplicity": 3,
  "species": ["N", "C", "C", "C", "C", "C", "C", "Ti", "P", "C", "C", "C", "C", "C", "C", "C", "Br", "H", "H", "H", "H", "H", "H", "H", "H", "H", "H", "P", "C", "C", "H", "H", "H", "H", "H", "C", "C", "H", "H", "H", "H", "H", "C", "C", "H", "H", "H", "H", "H", "C", "C", "H", "H", "H", "H", "H", "C", "C", "H", "H", "H", "H", "H", "C", "C", "H", "H", "H", "H", "H", "N", "C", "C", "C", "C", "C", "C", "C", "H", "H", "H", "H", "H"],
  "xyz": [[-6.04091, 3.33255, -4.63642], [-5.97887, 3.60757, -3.33002], [-5.01097, 3.02149, -2.49957], [-4.09752, 2.11625, -3.08451], [-4.22967, 1.76890, -4.43164], [-5.24410, 2.40801, -5.17148], [-2.91810, 1.66604, -2.32783], [-1.90962, 0.05911, -1.66624], [3.75964, -0.78691, -0.99997], [-1.55225, 1.56182, -2.81520], [-0.45384, 2.18346, -2.07214], [0.86495, 1.87499, -2.47605], [1.95044, 2.52648, -1.91407], [1.75890, 3.36799, -0.80976], [0.45510, 3.72588, -0.43612], [-0.65051, 3.17633, -1.07611], [3.23806, 4.16872, -0.03297], [-3.00721, 1.86287, -1.23387], [-1.30267, 0.94370, -3.73110], [-4.92663, 3.30126, -1.45008], [-3.54745, 1.05978, -4.90224], [-6.68394, 4.32775, -2.90332], [-5.37426, 2.16336, -6.23122], [1.00166, 1.11273, -3.23396], [-1.66306, 3.47654, -0.77573], [2.93050, 2.37460, -2.34330], [0.31058, 4.48350, 0.33900], [-1.09570, -2.12223, -1.91160], [4.70953, 0.80665, -0.89674], [6.17757, 0.69726, -1.32312], [4.63664, 1.18543, 0.13192], [4.21664, 1.55737, -1.52016], [6.65090, 1.69158, -1.27457], [6.73400, 0.02900, -0.65134], [6.25639, 0.32318, -2.35524], [3.06548, -0.78369, -2.69405], [3.90990, -1.70627, -3.60713], [3.04678, 0.24570, -3.08357], [2.01960, -1.12922, -2.63567], [3.40705, -1.84554, -4.57557], [4.90670, -1.27639, -3.79364], [4.04154, -2.69855, -3.14808], [2.60682, -0.65630, 0.38996], [3.27302, -1.29600, 1.61616], [1.67778, -1.17004, 0.12141], [2.36597, 0.40103, 0.54654], [2.53633, -1.77621, 2.26157], [3.99276, -2.06708, 1.32517], [3.80005, -0.55949, 2.22374], [-0.70544, -2.83364, -0.30544], [-1.32891, -4.21495, -0.12694], [-1.02402, -2.15130, 0.49613], [0.39215, -2.88884, -0.23847], [-2.41309, -4.15671, 0.02930], [-1.12545, -4.86880, -0.98442], [-0.89933, -4.70333, 0.75625], [-0.08611, -2.93061, -3.14390], [-0.35018, -2.44176, -4.56642], [-0.26521, -4.01211, -3.05325], [0.95795, -2.74352, -2.85056], [-1.37227, -2.66886, -4.89309], [-0.19069, -1.35800, -4.67001], [0.33227, -2.94757, -5.25951], [-2.87104, -2.40103, -2.40574], [-3.96757, -1.57724, -1.70820], [-3.00433, -3.47197, -2.18700], [-2.91723, -2.28212, -3.49974], [-4.75123, -1.30564, -2.43660], [-4.44505, -2.23392, -0.96188], [-3.67898, -0.63193, -1.13729], [-1.88397, 0.53226, 0.25159], [-1.84904, 0.65793, 1.42446], [-1.79511, 0.47667, 2.80387], [-2.98941, 0.28806, 3.53293], [-2.91154, 0.04692, 4.89933], [-1.66181, 0.00518, 5.52422], [-0.47790, 0.19984, 4.80536], [-0.53385, 0.44664, 3.43664], [-3.94974, 0.32219, 3.01684], [-3.83208, -0.09935, 5.46749], [-1.60784, -0.19284, 6.59438], [0.49283, 0.17002, 5.29885], [0.36971, 0.60655, 2.84718]]
}

---

# 4
{
  "formula": "C16H10F6NO5S3",
  "method": "ωB97M-V with the def2-TZVPD basis set",
  "homo_energy_ev": -3.54,
  "de_lowest_kj_mol": 0.0,
  "orbital_gap_ev": 5.558,
  "e_lumo_ev": 2.02,
  "charge": -1,
  "species": ["F", "C", "F", "F", "S", "C", "C", "C", "C", "C", "C", "C", "O", "O", "H", "H", "H", "H", "H", "H", "F", "C", "F", "F", "S", "N", "C", "O", "C", "C", "C", "C", "C", "C", "S", "O", "O", "H", "H", "H", "H"],
  "xyz": [[2.40282, -1.73045, -2.17854], [1.66819, -1.91878, -1.06254], [1.14279, -3.16552, -1.10061], [2.47116, -1.80109, 0.01244], [0.33944, -0.60714, -0.98194], [-0.84577, -1.14365, 0.25174], [-2.21603, -0.90773, -0.17957], [-3.24252, -1.87968, -0.10566], [-4.45224, -1.66251, -0.75281], [-4.71833, -0.43416, -1.36297], [-3.75464, 0.58317, -1.34586], [-2.50784, 0.34046, -0.78515], [0.98012, 0.60994, -0.52980], [-0.21120, -0.65876, -2.31722], [-0.56314, -2.12926, 0.55800], [-2.99541, -2.80777, 0.40082], [-5.17555, -2.47582, -0.80014], [-5.68812, -0.24947, -1.82783], [-3.93899, 1.54624, -1.83903], [-1.74517, 1.12754, -0.84118], [-0.48612, -2.20887, 7.03897], [-0.09789, -3.28250, 6.32652], [1.11325, -3.68669, 6.79517], [-0.99804, -4.30823, 6.53019], [-0.05562, -3.10878, 4.50640], [-0.36114, -1.34650, 4.60011], [0.81790, -0.58106, 4.80759], [1.68098, -0.83560, 5.62997], [0.74579, 0.53222, 3.84844], [-0.31540, 0.43827, 2.95301], [-0.41099, 1.31938, 1.88995], [0.56922, 2.29830, 1.72119], [1.64564, 2.39016, 2.61567], [1.71933, 1.54283, 3.72221], [-1.31207, -1.03768, 3.19401], [-1.05485, -2.23549, 2.41017], [-2.65900, -0.77234, 3.61317], [-1.24013, 1.22557, 1.19078], [0.47127, 3.01791, 0.91159], [2.41652, 3.12905, 2.41245], [2.49791, 1.63914, 4.47423]]
}

---

# 5
{
  "formula": "C8H17BrClN2",
  "method": "ωB97M-V with the def2-TZVPD basis set",
  "homo_energy_ev": [-13.01, -13.01],
  "orbital_gap_ev": [9.157, 9.157],
  "e_lumo_ev": [-3.85, -3.85],
  "charge": 1,
  "species": ["C", "C", "C", "C", "C", "C", "C", "C", "N", "N", "Cl", "Br", "H", "H", "H", "H", "H", "H", "H", "H", "H", "H", "H", "H", "H", "H", "H", "H", "H"],
  "xyz": [[-0.08384, 0.63346, 1.06444], [-0.04423, -0.14330, 4.02332], [-0.69692, -0.55709, -3.30294], [0.68623, 1.66201, -1.81854], [-0.42670, -1.08787, 2.92015], [1.06151, -1.29113, -1.68815], [-0.34377, -0.67371, -1.83202], [-0.41457, 0.72773, -1.21160], [-0.04019, 1.84784, 1.55437], [-0.16183, -0.55586, 1.57879], [1.26966, -2.44178, -0.43026], [-2.18180, 1.36495, -0.92045], [0.02068, -0.87118, 4.86077], [0.90058, 0.29514, 3.60709], [-0.74914, 0.56007, 4.30695], [-0.04715, 0.04984, -3.95339], [-0.83553, -1.53928, -3.66671], [-1.62780, 0.06358, -3.36568], [1.65678, 1.79477, -1.28411], [0.95060, 1.19952, -2.82963], [0.29924, 2.65147, -1.96057], [-1.49755, -1.48377, 2.76216], [0.16224, -1.95984, 2.90730], [1.77539, -0.55565, -1.64661], [1.44874, -1.78068, -2.57261], [-0.99009, -1.43057, -1.32289], [-0.08459, 2.65124, 0.86037], [-0.01334, 2.13343, 2.48484], [0.00741, -1.26334, 0.87560]]
}

---

# 6
{
  "formula": "C2H2FeO4",
  "method": "ωB97M-V with the def2-TZVPD basis set",
  "homo_energy_ev": [-7.09, -9.93],
  "de_lowest_kj_mol": 131.6,
  "orbital_gap_ev": [6.207, 6.661],
  "e_lumo_ev": [-0.88, -3.27],
  "s_squared": 12.02,
  "charge": 0,
  "multiplicity": 7,
  "species": ["O", "C", "O", "O", "C", "O", "Fe", "H", "H"],
  "xyz": [[-0.48040, 1.22144, 1.63396], [-1.02351, 0.41885, 0.77459], [-1.11569, -0.82405, 1.06317], [-0.70908, 0.74444, -0.45226], [1.38890, -1.33215, 0.23248], [2.03350, -0.27375, 0.10562], [1.06259, 1.51402, -0.01099], [1.60560, -1.94081, 1.12944], [0.83175, -1.65898, -0.66592]]
}

---

Calculated F_max, 1.34 4.12 4.64 2.94 3.27 5.71 eV/A (same order as the records).